DFT (the ωB97M-V functional and the def2-TZVPD basis) results for the molecule C5H7NO in a non-equilibrium geometry.

Computed properties:
HOMO: -9.43 eV
ΔE to the lowest compared entry with this formula, charge and spin: 1.157 eV
Lowest unoccupied orbital energy: 0.766 eV
Kohn-Sham gap: 10.20 eV
SMILES: C[C@H](C#N)/C=C\O

```
14
Properties=species:S:1:pos:R:3:lowdin_charge:R:1
C 1.2554 1.3388 -0.5264 -0.07
C 0.4437 0.0417 -0.4030 -0.36
C -0.4629 -0.0938 -1.5529 -0.21
N -1.1598 -0.2395 -2.4660 0.16
C -0.2725 -0.0172 0.9292 -0.09
C -1.0289 -0.9888 1.4342 -0.20
O -1.4582 -2.0945 0.7966 0.03
H 1.8124 1.3605 -1.4662 0.08
H 1.9687 1.3937 0.3018 0.09
H 0.5990 2.2149 -0.4852 0.09
H 1.1348 -0.8096 -0.4783 0.15
H -0.0770 0.7950 1.6112 0.10
H -1.3680 -0.9314 2.4689 0.12
H -1.3865 -1.9698 -0.1639 0.09
```

=====

DFT (the ωB97M-V functional and the def2-TZVPD basis) results for a structure of composition C32H53EuNP2 in a non-equilibrium geometry.

Computed properties:
HOMO (alpha / beta): -8.62 / -8.63 eV
2S+1: 7
Lowest unoccupied orbital energy (alpha / beta): -3.800 / -3.819 eV
Kohn-Sham gap (alpha / beta): 4.82 / 4.81 eV
Total charge: +1

```
89
Properties=species:S:1:pos:R:3:lowdin_charge:R:1
Eu -1.3663 -2.1614 1.0469 1.69
C -0.0108 1.7806 -0.4233 -0.23
C -0.7995 1.0323 -1.3326 -0.24
C -1.7279 0.8110 0.7525 -0.34
C -0.5391 1.5967 0.8728 -0.24
C -1.8451 0.4154 -0.6108 -0.34
C 1.0669 2.7345 -0.7717 -0.06
H 1.5250 2.5203 -1.7425 0.06
H 1.8596 2.7524 -0.0083 0.08
H 0.6594 3.7642 -0.8237 0.10
C 0.0777 2.1489 2.0974 -0.06
H 1.1169 1.7690 2.2127 0.09
H -0.4938 1.8830 2.9985 0.04
H 0.1624 3.2503 2.0471 0.09
C -2.8028 0.6257 1.7609 -0.10
H -3.5012 1.4916 1.7814 0.11
H -2.3535 0.5310 2.7865 0.03
H -3.4161 -0.2869 1.5653 0.05
C -2.9492 -0.3725 -1.2142 -0.10
H -3.6352 0.2819 -1.7770 0.10
H -3.5644 -0.8942 -0.4647 0.04
H -2.5720 -1.1263 -1.9262 0.06
C -0.6523 0.9456 -2.7948 -0.05
H -1.5951 1.1976 -3.3087 0.09
H -0.3726 -0.0774 -3.0982 0.06
H 0.1185 1.6355 -3.1516 0.07
C 3.0203 -1.1736 -0.6364 -0.11
C 2.7627 -0.1507 -1.4686 -0.10
C 2.7020 -0.2339 -2.9589 -0.17
C 2.4244 -1.6388 -3.5756 -0.18
C 1.0661 -2.2543 -3.3354 -0.11
C 0.3585 -2.4979 -2.2215 -0.18
C 0.8871 -2.5056 -0.8253 -0.30
C 2.4605 -2.5661 -0.7368 -0.26
H 3.6858 0.0779 -3.3615 0.13
H 3.2634 -2.3280 -3.3666 0.10
H 1.9805 0.5082 -3.3600 0.10
H 2.9292 -3.1423 -1.5878 0.01
H 3.6214 -0.9740 0.2697 0.11
H 2.7505 0.8898 -1.1074 0.09
H 2.7763 -3.1100 0.1753 0.11
H 0.5872 -1.5249 -0.3354 0.06
H -0.7325 -2.6292 -2.2971 0.09
H 0.5016 -3.4000 -0.2545 0.03
H 2.4830 -1.4642 -4.6651 0.12
H 0.5526 -2.5685 -4.2676 0.12
P 2.3978 -5.1640 -2.0605 0.83
C 4.0178 -5.8721 -1.5521 -0.27
C 2.5666 -5.3844 -3.8822 -0.27
P -0.6326 -5.8532 -1.5826 0.80
C 1.1546 -6.4295 -1.5827 -0.58
C -0.8733 -5.8353 -3.4401 -0.31
C -1.3484 -7.5427 -1.3535 -0.33
H 3.9405 -6.2785 -0.5343 0.04
H 4.7760 -5.0725 -1.5502 0.04
H 4.3300 -6.6579 -2.2571 0.04
H 2.9945 -6.3801 -4.0674 0.04
H 3.2434 -4.6159 -4.2841 0.04
H 1.5948 -5.2832 -4.3807 0.02
H -0.8505 -8.2952 -1.9831 0.05
H -2.4184 -7.5095 -1.5982 0.04
H -1.2342 -7.8232 -0.3000 0.03
H 1.3914 -6.7205 -0.5429 0.05
H 1.2850 -7.2989 -2.2553 0.05
H -1.9507 -5.9730 -3.6356 0.04
H -0.3180 -6.6440 -3.9455 0.05
H -0.5791 -4.8609 -3.8576 0.01
C -0.1451 2.5008 5.6427 -0.08
N -1.4071 2.1488 5.0159 -0.30
C -2.3666 3.2352 4.9673 -0.08
C -1.9576 0.8440 5.3942 -0.16
C -1.0537 -0.2331 4.8720 -0.22
C -0.1727 -0.8478 5.7833 -0.02
C 0.8948 -1.6088 5.3006 -0.05
C 1.0939 -1.7030 3.9142 -0.07
C 0.2663 -0.9652 3.0092 -0.22
C -0.9227 -0.4824 3.5165 -0.04
H -0.1966 2.5208 6.7440 0.09
H 0.1376 3.4981 5.2884 0.09
H 0.6363 1.7904 5.3520 0.08
H -1.8350 4.1499 4.6587 0.09
H -3.1368 2.9885 4.2140 0.08
H -2.8683 3.4165 5.9384 0.09
H -2.0023 0.7629 6.5001 0.13
H -2.9828 0.7582 5.0023 0.13
H -0.3142 -0.6486 6.8525 0.13
H 1.5677 -2.0805 6.0251 0.12
H 1.9251 -2.2856 3.4987 0.11
H 0.6444 -0.7396 1.9980 0.08
```

=====

DFT (the ωB97M-V functional and the def2-TZVPD basis) results for the ion C3H8N3 with charge +1 in a non-equilibrium geometry.

Computed properties:
HOMO: -14.43 eV
ΔE to the lowest compared entry with this formula, charge and spin: 2.176 eV
Lowest unoccupied orbital energy: -4.155 eV
Kohn-Sham gap: 10.28 eV
Total charge: +1
SMILES: [H]/N=C/N/C=[NH+]/C

```
14
Properties=species:S:1:pos:R:3:lowdin_charge:R:1
H 0.2979 3.9792 -0.6817 0.12
N 0.2712 2.9121 -0.6260 0.12
C -0.2327 2.3466 0.3396 -0.26
N -0.1496 0.9147 0.5863 0.09
C -0.1003 -0.1609 -0.2335 -0.06
N -0.0498 -1.3370 0.2869 0.02
C 0.1689 -2.5155 -0.5148 -0.01
H -0.5842 2.9950 1.1873 0.14
H -0.1647 0.6078 1.6057 0.19
H -0.1183 -0.0396 -1.2414 0.14
H -0.1845 -1.3751 1.2603 0.15
H -0.2837 -3.4612 0.0748 0.17
H -0.1333 -2.3214 -1.4750 0.06
H 1.2630 -2.5448 -0.5682 0.11
```

=====

DFT (the ωB97M-V functional and the def2-TZVPD basis) results for a cluster of 2 separate species, C7H14N2 in total in a non-equilibrium geometry.

Computed properties:
HOMO: -8.40 eV
ΔE to the lowest compared entry with this formula, charge and spin: 2.133 eV
Lowest unoccupied orbital energy: 0.812 eV
Kohn-Sham gap: 9.21 eV
SMILES: [H]/N=C(\N)C(=C)C.C=CC

```
23
Properties=species:S:1:pos:R:3:lowdin_charge:R:1
H 1.2268 2.3779 -1.2492 0.05
N 0.6033 1.8657 -0.6326 0.14
C 1.1837 0.9667 0.0512 -0.49
N 2.5363 0.7402 0.0876 0.13
C 0.3439 0.0596 0.8912 -0.35
C 0.7625 -1.1860 1.2117 0.03
C -0.6143 0.8012 1.7817 -0.07
H 2.9340 0.2139 0.8470 0.09
H 3.1506 1.3605 -0.4155 0.10
H 0.2852 -1.7447 1.9967 0.07
H 1.5248 -1.7030 0.6513 0.07
H -1.2687 0.1086 2.3055 0.08
H -1.1982 1.4813 1.1681 0.06
H -0.0705 1.4005 2.5131 0.09
C -2.3537 -0.2832 -0.5347 -0.03
C -1.2611 -1.0157 -0.7568 -0.29
C -0.4182 -0.9057 -1.9952 -0.11
H -2.3995 0.7593 -0.8051 0.06
H -3.1757 -0.6538 0.0598 0.05
H -1.1842 -2.0023 -0.2713 0.10
H -0.3980 0.1283 -2.3316 0.06
H 0.6021 -1.2242 -1.7831 0.06
H -0.8110 -1.5455 -2.7897 0.08
```

=====

DFT (the ωB97M-V functional and the def2-TZVPD basis) results for a structure of composition C24H44P2Ti in a non-equilibrium geometry.

Computed properties:
HOMO (alpha / beta): -10.06 / -11.06 eV
ΔE to the lowest compared entry with this formula, charge and spin: 0.000 eV
2S+1: 2
Lowest unoccupied orbital energy (alpha / beta): -2.484 / -2.573 eV
Kohn-Sham gap (alpha / beta): 7.57 / 8.49 eV
Total charge: +1

```
71
Properties=species:S:1:pos:R:3:lowdin_charge:R:1
Ti -0.0443 -0.0276 1.9435 0.60
C -0.9493 -1.7659 2.9949 -0.30
C 0.3819 -2.0900 2.5035 -0.32
C 0.5952 -0.4973 4.2016 -0.27
C -0.7974 -0.8013 4.0595 -0.26
C 1.3331 -1.2627 3.2278 -0.30
C -2.2171 -2.4270 2.5975 -0.04
H -2.1729 -2.8406 1.5830 0.07
H -3.0698 -1.7387 2.6460 0.08
H -2.4314 -3.2576 3.2873 0.10
C -1.8864 -0.3367 4.9543 -0.02
H -2.8666 -0.6129 4.5556 0.08
H -1.8755 0.7470 5.1178 0.08
H -1.7906 -0.8089 5.9438 0.11
C 1.2139 0.3207 5.2746 -0.02
H 1.3072 -0.2768 6.1965 0.11
H 0.6215 1.2063 5.5268 0.08
H 2.2225 0.6482 5.0014 0.08
C 2.8124 -1.3490 3.1382 -0.04
H 3.1863 -2.0449 3.9058 0.10
H 3.2913 -0.3797 3.3208 0.08
H 3.1515 -1.7158 2.1625 0.07
C 0.7270 -3.1967 1.5800 -0.03
H 0.9276 -4.1110 2.1593 0.10
H 1.6268 -2.9868 0.9943 0.07
H -0.0869 -3.4271 0.8880 0.07
C -1.6723 1.2691 -3.8507 -0.11
C -1.8103 -0.0625 -3.9891 -0.14
C -1.0334 -0.8841 -4.9725 -0.17
C 0.4416 -0.4371 -5.2091 -0.18
C 1.1908 0.0013 -3.9891 -0.12
C 1.3358 1.2820 -3.6073 -0.15
C 0.6089 2.4244 -4.2477 -0.17
C -0.8415 2.1381 -4.7432 -0.18
H -1.5528 -0.8869 -5.9511 0.13
H 0.4510 0.3399 -5.9862 0.10
H -1.0163 -1.9415 -4.6544 0.11
H -0.7962 1.7454 -5.7675 0.11
H -2.3237 1.8255 -3.1761 0.08
H -2.6635 -0.5736 -3.5291 0.11
H -1.3521 3.1119 -4.8137 0.12
H 0.5572 3.2732 -3.5437 0.11
H 2.1198 1.5833 -2.9033 0.09
H 1.1995 2.7972 -5.1070 0.13
H 0.9757 -1.3029 -5.6359 0.12
H 1.7273 -0.8162 -3.4948 0.10
P -1.4172 0.2003 -0.0970 0.81
C -2.8700 1.2272 -0.3585 -0.23
C -1.5367 -1.3463 -1.0322 -0.23
P 1.5925 0.7539 0.2347 0.82
C 0.0623 1.0776 -0.8222 -0.47
C 2.5707 -0.4155 -0.7422 -0.24
C 2.5272 2.3032 0.3355 -0.24
H -2.8653 2.0458 0.3762 0.06
H -3.7738 0.6239 -0.1902 0.06
H -2.9001 1.6519 -1.3700 0.03
H -1.4835 -1.1583 -2.1121 0.00
H -2.4951 -1.8294 -0.8089 0.06
H -0.7261 -2.0400 -0.7728 0.04
H 2.6198 2.7659 -0.6575 0.05
H 3.5291 2.0904 0.7394 0.06
H 2.0204 2.9980 1.0209 0.05
H -0.1142 2.1616 -0.9061 0.08
H 0.2215 0.6684 -1.8269 0.01
H 3.5877 -0.4621 -0.3274 0.06
H 2.6238 -0.1106 -1.7946 0.01
H 2.1274 -1.4191 -0.6851 0.04
C -0.4626 1.8814 2.6852 -0.22
H -1.4408 1.7653 3.1746 0.01
H -0.4774 2.6465 1.9093 -0.01
H 0.3250 2.0664 3.4352 0.01
```

=====

DFT (the ωB97M-V functional and the def2-TZVPD basis) results for the molecule C4H8N4O in a non-equilibrium geometry.

Computed properties:
HOMO: -7.88 eV
ΔE to the lowest compared entry with this formula, charge and spin: 4.518 eV
Lowest unoccupied orbital energy: 1.025 eV
Kohn-Sham gap: 8.91 eV
SMILES: CNn1ccc(NO)n1

```
17
Properties=species:S:1:pos:R:3:lowdin_charge:R:1
C 2.9319 -0.7549 0.7627 -0.08
N 2.4291 -0.1365 -0.5052 -0.04
N 1.1105 0.2426 -0.4254 -0.21
C 0.5573 1.4549 -0.0120 -0.03
C -0.7774 1.2120 0.2560 -0.02
C -1.0094 -0.0782 -0.2018 -0.38
N -2.1982 -0.7474 -0.2998 -0.02
O -3.2637 -0.2325 0.4994 -0.04
N 0.1432 -0.6894 -0.4557 0.12
H 2.1514 -1.5171 1.0071 0.08
H 3.8689 -1.2645 0.6706 0.06
H 2.9728 -0.0547 1.6028 0.07
H 3.0254 0.6052 -0.7692 0.10
H 1.1298 2.2995 0.1466 0.09
H -1.5240 1.8698 0.6689 0.10
H -2.1962 -1.7591 -0.1953 0.14
H -3.9261 -0.0063 -0.1535 0.09
```

=====

Number 4 is which compound?
C7H14N2

=====

Repeat the third record exactly.
DFT (the ωB97M-V functional and the def2-TZVPD basis) results for the ion C3H8N3 with charge +1 in a non-equilibrium geometry.

Computed properties:
HOMO: -14.43 eV
ΔE to the lowest compared entry with this formula, charge and spin: 2.176 eV
Lowest unoccupied orbital energy: -4.155 eV
Kohn-Sham gap: 10.28 eV
Total charge: +1
SMILES: [H]/N=C/N/C=[NH+]/C

```
14
Properties=species:S:1:pos:R:3:lowdin_charge:R:1
H 0.2979 3.9792 -0.6817 0.12
N 0.2712 2.9121 -0.6260 0.12
C -0.2327 2.3466 0.3396 -0.26
N -0.1496 0.9147 0.5863 0.09
C -0.1003 -0.1609 -0.2335 -0.06
N -0.0498 -1.3370 0.2869 0.02
C 0.1689 -2.5155 -0.5148 -0.01
H -0.5842 2.9950 1.1873 0.14
H -0.1647 0.6078 1.6057 0.19
H -0.1183 -0.0396 -1.2414 0.14
H -0.1845 -1.3751 1.2603 0.15
H -0.2837 -3.4612 0.0748 0.17
H -0.1333 -2.3214 -1.4750 0.06
H 1.2630 -2.5448 -0.5682 0.11
```

=====

What did the third record say?
DFT (the ωB97M-V functional and the def2-TZVPD basis) results for the ion C3H8N3 with charge +1 in a non-equilibrium geometry.

Computed properties:
HOMO: -14.43 eV
ΔE to the lowest compared entry with this formula, charge and spin: 2.176 eV
Lowest unoccupied orbital energy: -4.155 eV
Kohn-Sham gap: 10.28 eV
Total charge: +1
SMILES: [H]/N=C/N/C=[NH+]/C

```
14
Properties=species:S:1:pos:R:3:lowdin_charge:R:1
H 0.2979 3.9792 -0.6817 0.12
N 0.2712 2.9121 -0.6260 0.12
C -0.2327 2.3466 0.3396 -0.26
N -0.1496 0.9147 0.5863 0.09
C -0.1003 -0.1609 -0.2335 -0.06
N -0.0498 -1.3370 0.2869 0.02
C 0.1689 -2.5155 -0.5148 -0.01
H -0.5842 2.9950 1.1873 0.14
H -0.1647 0.6078 1.6057 0.19
H -0.1183 -0.0396 -1.2414 0.14
H -0.1845 -1.3751 1.2603 0.15
H -0.2837 -3.4612 0.0748 0.17
H -0.1333 -2.3214 -1.4750 0.06
H 1.2630 -2.5448 -0.5682 0.11
```